# 1
Molecular formula: C23H16AgN4O5S
Method: DFT, wB97M-V/def2-TZVPD

LUMO in eV: 2.59
Strongest force on any atom in Eh/bohr: 0.002
HOMO-LUMO gap in eV: 6.881
DFT total energy in eV: -55144.3075
Relative energy (zero: lowest compared OMol25 entry of this formula, charge and spin) in eV: 0.000

Geometry as ORCA input:
```
! RIJCOSX wB97M-V def2-TZVPD def2/J DEFGRID3
* xyz -1 1
Ag -0.34 0.36 -1.14
C 0.69 -2.33 -4.72
O 2.07 -2.63 -4.94
C 2.94 -1.60 -4.82
C 4.29 -1.93 -4.72
C 5.23 -0.93 -4.51
C 4.84 0.39 -4.37
C 3.51 0.73 -4.58
C 2.56 -0.26 -4.80
N 5.87 1.35 -4.06
N 5.70 2.24 -3.21
C 4.50 2.28 -2.43
C 3.77 3.45 -2.47
C 2.45 3.52 -2.03
C 1.78 2.39 -1.53
O 0.53 2.38 -1.26
C 2.62 1.21 -1.31
N 2.02 0.15 -0.72
C 2.70 -0.94 -0.49
C 4.07 -1.05 -0.80
C 4.69 0.00 -1.42
C 3.96 1.17 -1.72
H 0.17 -3.29 -4.69
H 0.27 -1.73 -5.53
H 0.55 -1.80 -3.78
H 4.58 -2.97 -4.77
H 6.28 -1.19 -4.40
H 3.19 1.76 -4.52
H 1.52 0.03 -4.91
H 4.22 4.31 -2.96
H 1.88 4.44 -2.14
H 2.15 -1.77 -0.05
H 4.61 -1.96 -0.57
H 5.74 -0.06 -1.69
O -0.02 -2.84 -0.51
C -0.95 -2.64 -1.28
N -1.45 -1.43 -1.62
S -2.63 -1.51 -2.74
O -2.19 -0.98 -4.00
O -3.88 -1.03 -2.22
C -2.65 -3.28 -2.83
C -3.44 -4.12 -3.59
C -3.22 -5.48 -3.48
C -2.23 -5.98 -2.62
C -1.45 -5.12 -1.87
C -1.67 -3.76 -1.98
H -4.20 -3.72 -4.25
H -3.82 -6.17 -4.06
H -2.08 -7.05 -2.56
H -0.67 -5.48 -1.20
*
```

# 2
Molecular formula: C2H2OS
Method: DFT, wB97M-V/def2-TZVPD

LUMO in eV: -1.59
Strongest force on any atom in Eh/bohr: 0.074
HOMO-LUMO gap in eV: 8.013
DFT total energy in eV: -14987.4605
Relative energy (zero: lowest compared OMol25 entry of this formula, charge and spin) in eV: 0.251

Geometry as ORCA input:
```
! RIJCOSX wB97M-V def2-TZVPD def2/J DEFGRID3
* xyz 0 1
O 1.76 -0.01 -0.16
C 0.67 -0.40 0.00
C -0.48 0.50 0.07
S -1.94 -0.17 -0.11
H 0.39 -1.50 0.22
H -0.40 1.58 -0.04
*
```

# 3
Molecular formula: C4H4O
Method: DFT, wB97M-V/def2-TZVPD

LUMO in eV: 1.07
Strongest force on any atom in Eh/bohr: 0.100
HOMO-LUMO gap in eV: 10.917
DFT total energy in eV: -6256.1422
Relative energy (zero: lowest compared OMol25 entry of this formula, charge and spin) in eV: 3.237

Geometry as ORCA input:
```
! RIJCOSX wB97M-V def2-TZVPD def2/J DEFGRID3
* xyz 0 1
C -1.79 -1.35 0.44
C -0.73 -0.82 0.23
C 0.56 -0.22 -0.05
C 0.87 1.26 -0.33
O 1.06 0.71 0.91
H -2.73 -1.81 0.65
H 1.33 -0.89 -0.42
H -0.26 1.52 -0.45
H 1.69 1.54 -0.96
*
```

# 4
Molecular formula: C3H6N2O
Method: DFT, wB97M-V/def2-TZVPD

LUMO in eV: 0.95
Strongest force on any atom in Eh/bohr: 0.068
HOMO-LUMO gap in eV: 9.154
DFT total energy in eV: -8232.9206
Relative energy (zero: lowest compared OMol25 entry of this formula, charge and spin) in eV: 3.778

Geometry as ORCA input:
```
! RIJCOSX wB97M-V def2-TZVPD def2/J DEFGRID3
* xyz 0 1
H -1.27 2.63 -1.10
N -1.07 2.05 -0.27
C -0.48 0.94 -0.55
N -0.13 0.17 0.51
O -0.67 0.53 1.73
C 0.46 -1.13 0.54
C 1.07 -1.72 -0.54
H -0.11 0.65 -1.52
H -1.14 1.37 1.55
H 0.49 -1.61 1.58
H 1.21 -1.26 -1.66
H 1.62 -2.65 -0.28
*
```

# 5
Molecular formula: H4O2
Method: DFT, wB97M-V/def2-TZVPD

LUMO in eV: 0.45
Strongest force on any atom in Eh/bohr: 0.117
HOMO-LUMO gap in eV: 10.413
DFT total energy in eV: -4158.4106
Relative energy (zero: lowest compared OMol25 entry of this formula, charge and spin) in eV: 1.528

Geometry as ORCA input:
```
! RIJCOSX wB97M-V def2-TZVPD def2/J DEFGRID3
* xyz 0 1
O -0.57 -1.04 0.55
H 0.16 -1.60 0.29
H -0.24 -0.15 0.45
O -0.10 0.85 -0.23
H 0.66 1.37 0.05
H 0.11 0.57 -1.12
*
```

# 6
Molecular formula: C3H6N2O
Method: DFT, wB97M-V/def2-TZVPD

LUMO (alpha / beta) in eV: 0.10 / 0.10
Strongest force on any atom in Eh/bohr: 0.076
HOMO-LUMO gap (alpha / beta) in eV: 8.207 / 8.208
DFT total energy in eV: -8232.2514
Relative energy (zero: lowest compared OMol25 entry of this formula, charge and spin) in eV: 4.447

Geometry as ORCA input:
```
! RIJCOSX wB97M-V def2-TZVPD def2/J DEFGRID3
* xyz 0 1
C -0.28 1.31 0.14
C 0.52 0.20 0.03
N 1.85 0.23 -0.32
C -0.15 -1.04 0.42
N -1.47 -1.15 0.40
O -2.10 -0.62 -0.73
H 0.00 2.25 -0.32
H -1.15 1.37 0.78
H 2.31 1.12 -0.19
H 2.40 -0.56 -0.02
H 0.40 -1.72 1.09
H -2.36 -1.38 -1.28
*
```

# 7
Molecular formula: C25H24ClN3O3S
Method: DFT, wB97M-V/def2-TZVPD

LUMO in eV: -0.11
Strongest force on any atom in Eh/bohr: 0.021
HOMO-LUMO gap in eV: 8.183
DFT total energy in eV: -60286.8101
Relative energy (zero: lowest compared OMol25 entry of this formula, charge and spin) in eV: 0.069

Geometry as ORCA input:
```
! RIJCOSX wB97M-V def2-TZVPD def2/J DEFGRID3
* xyz 0 1
C 2.41 3.91 -6.00
C 2.54 3.17 -4.67
C 3.62 2.09 -4.68
C 3.29 0.94 -5.62
O 4.24 -0.12 -5.54
C 4.20 -0.97 -4.49
C 5.23 -1.92 -4.45
C 5.29 -2.85 -3.43
C 4.33 -2.86 -2.43
C 3.30 -1.92 -2.46
C 2.25 -1.84 -1.42
O 1.66 -0.80 -1.17
N 1.97 -3.02 -0.80
C 1.06 -3.28 0.23
S 1.01 -4.84 0.76
N 0.36 -2.22 0.66
C -0.61 -2.08 1.65
C -1.09 -3.12 2.45
C -2.05 -2.84 3.40
C -2.55 -1.57 3.59
C -2.07 -0.53 2.79
N -2.51 0.79 2.91
C -3.47 1.30 3.74
O -4.08 0.67 4.57
C -3.69 2.78 3.58
C -3.84 3.51 4.75
C -4.06 4.87 4.72
C -4.16 5.53 3.51
C -4.04 4.81 2.33
C -3.81 3.45 2.36
Cl -3.72 2.61 0.84
C -1.10 -0.79 1.83
C 3.25 -0.97 -3.48
H 2.06 3.24 -6.78
H 3.37 4.32 -6.30
H 1.70 4.72 -5.91
H 1.58 2.72 -4.40
H 2.79 3.90 -3.89
H 4.58 2.53 -4.98
H 3.74 1.70 -3.67
H 3.36 1.27 -6.66
H 2.28 0.57 -5.44
H 5.96 -1.91 -5.24
H 6.09 -3.56 -3.41
H 4.42 -3.57 -1.62
H 2.46 -3.86 -1.10
H 0.59 -1.36 0.15
H -0.72 -4.12 2.32
H -2.42 -3.65 4.01
H -3.30 -1.37 4.33
H -2.09 1.44 2.26
H -3.78 2.98 5.69
H -4.16 5.42 5.64
H -4.34 6.59 3.47
H -4.14 5.31 1.37
H -0.73 0.01 1.21
H 2.44 -0.26 -3.45
*
```

# 8
Molecular formula: C22H46N7O2
Method: DFT, wB97M-V/def2-TZVPD

⟨S²⟩: 2.0083
LUMO (alpha / beta) in eV: -3.20 / -3.20
Strongest force on any atom in Eh/bohr: 0.020
HOMO-LUMO gap (alpha / beta) in eV: 6.509 / 7.682
DFT total energy in eV: -38076.4896

Geometry as ORCA input:
```
! RIJCOSX wB97M-V def2-TZVPD def2/J DEFGRID3
* xyz 1 3
N 0.06 -3.18 0.25
C -1.21 -2.89 -0.40
C -2.35 -2.46 0.55
N -3.64 -3.06 0.26
N -3.87 -4.38 0.22
C -5.17 -4.55 -0.04
N -5.78 -3.39 -0.15
C -4.83 -2.47 0.04
N -4.98 -1.12 0.02
H 0.41 -2.34 0.69
H -0.05 -3.87 0.99
H -1.50 -3.75 -1.00
H -1.01 -2.06 -1.09
H -2.07 -2.70 1.58
H -2.49 -1.38 0.50
H -3.15 -5.07 0.39
H -5.64 -5.51 -0.14
H -4.83 -0.58 0.86
H -5.19 -0.65 -0.84
C -3.48 3.38 3.22
C -2.35 2.43 2.76
C -1.02 3.16 2.66
C -0.92 4.12 1.47
C -1.27 3.41 0.17
C -2.62 2.70 0.20
N -2.67 1.81 1.42
O -2.06 0.70 1.24
C -3.77 3.71 0.19
C -2.78 1.82 -1.03
C -2.25 1.31 3.78
H -3.30 4.42 2.95
H -4.44 3.08 2.81
H -3.56 3.35 4.30
H -0.21 2.42 2.58
H -0.86 3.70 3.59
H -1.58 4.98 1.62
H 0.09 4.52 1.41
H -1.28 4.12 -0.67
H -0.49 2.67 -0.05
H -4.73 3.21 0.34
H -3.80 4.20 -0.79
H -3.67 4.50 0.93
H -1.96 1.12 -1.15
H -2.82 2.46 -1.91
H -3.72 1.26 -0.99
H -3.18 0.74 3.84
H -2.06 1.75 4.76
H -1.44 0.62 3.56
C 5.60 -0.23 -3.16
C 5.63 -0.91 -1.77
C 5.31 -2.40 -1.88
C 3.83 -2.69 -2.17
C 2.93 -1.98 -1.15
C 3.20 -0.48 -1.05
N 4.66 -0.27 -0.83
O 4.99 -0.42 0.40
C 2.70 0.25 -2.31
C 2.45 0.11 0.13
C 7.03 -0.72 -1.21
H 4.93 -0.73 -3.86
H 5.31 0.81 -3.09
H 6.59 -0.26 -3.60
H 5.58 -2.88 -0.94
H 5.94 -2.83 -2.66
H 3.57 -2.39 -3.19
H 3.66 -3.76 -2.11
H 1.88 -2.13 -1.41
H 3.08 -2.43 -0.17
H 3.00 1.30 -2.30
H 1.61 0.21 -2.33
H 3.04 -0.19 -3.24
H 2.68 -0.41 1.06
H 1.37 0.03 -0.06
H 2.69 1.17 0.26
H 7.27 0.33 -1.08
H 7.75 -1.15 -1.91
H 7.15 -1.22 -0.25
*
```

# 9
Molecular formula: C5H6FNO
Method: DFT, wB97M-V/def2-TZVPD

LUMO in eV: 0.67
Strongest force on any atom in Eh/bohr: 0.034
HOMO-LUMO gap in eV: 9.119
DFT total energy in eV: -11534.9737
Relative energy (zero: lowest compared OMol25 entry of this formula, charge and spin) in eV: 3.183

Geometry as ORCA input:
```
! RIJCOSX wB97M-V def2-TZVPD def2/J DEFGRID3
* xyz 0 1
C -1.19 1.86 -0.18
C -0.46 0.56 -0.09
C -1.04 -0.75 -0.10
C -0.01 -1.62 -0.06
F 0.05 -2.95 -0.01
N 1.16 -0.95 0.10
O 2.40 -1.52 0.08
C 0.87 0.42 0.04
H -1.93 2.03 0.65
H -0.47 2.69 -0.15
H -1.68 1.93 -1.15
H -2.05 -1.07 -0.25
H 2.68 -1.77 1.00
H 1.65 1.15 0.12
*
```

# 10
Molecular formula: C52H51N6O3PSn
Method: DFT, wB97M-V/def2-TZVPD

LUMO (alpha / beta) in eV: -8.22 / -9.25
Strongest force on any atom in Eh/bohr: 0.072
HOMO-LUMO gap (alpha / beta) in eV: 4.350 / 3.327
DFT total energy in eV: -84939.6826
Relative energy (zero: lowest compared OMol25 entry of this formula, charge and spin) in eV: 2.542

Geometry as ORCA input:
```
! RIJCOSX wB97M-V def2-TZVPD def2/J DEFGRID3
* xyz 2 1
Sn 11.20 12.71 14.68
C 8.36 12.79 17.31
N 7.96 13.61 16.13
C 6.81 13.04 15.36
C 7.27 11.79 14.73
N 8.52 11.40 14.41
C 8.36 10.25 13.61
C 9.24 9.41 12.97
C 8.77 8.32 12.26
C 7.46 7.93 12.42
C 6.58 8.69 13.14
C 6.98 9.86 13.73
N 6.31 10.92 14.33
C 9.45 13.32 18.14
N 9.84 12.58 19.14
C 10.68 13.36 19.90
C 11.31 13.11 21.10
C 11.92 14.17 21.76
C 12.08 15.45 21.17
C 11.58 15.66 19.87
C 10.94 14.60 19.21
N 10.04 14.57 18.14
H 8.68 11.84 16.89
H 7.50 12.51 17.99
H 7.65 14.52 16.43
H 6.44 13.72 14.55
H 6.01 12.73 16.05
H 10.27 9.76 12.98
H 9.44 7.73 11.60
H 7.11 6.97 12.04
H 5.57 8.28 13.29
H 5.32 10.96 14.58
H 11.32 12.10 21.53
H 12.25 14.08 22.78
H 12.71 16.17 21.75
H 11.66 16.66 19.43
H 10.14 15.12 17.31
O 11.15 12.99 12.65
C 11.78 14.10 12.04
C 13.26 13.89 11.82
C 14.11 13.60 13.05
C 15.44 14.08 13.09
C 16.22 13.75 14.17
C 15.69 12.89 15.12
C 14.40 12.27 14.96
C 13.90 11.23 15.93
C 12.95 10.10 15.24
O 11.82 10.72 14.63
C 12.30 9.24 16.36
C 11.61 9.89 17.40
C 11.00 9.18 18.40
C 11.00 7.80 18.42
C 11.63 7.12 17.38
C 12.26 7.78 16.33
C 13.69 9.23 14.26
C 13.60 9.33 12.87
C 14.32 8.54 11.97
C 15.24 7.64 12.49
C 15.39 7.55 13.86
C 14.66 8.32 14.73
N 13.59 12.76 14.01
C 11.27 14.09 10.55
C 11.02 15.23 9.75
C 10.72 15.10 8.40
C 10.48 13.84 7.82
C 10.70 12.74 8.61
C 11.09 12.86 9.94
C 11.43 15.39 12.79
C 12.15 15.78 13.94
C 11.67 16.80 14.79
C 10.47 17.44 14.49
C 9.71 16.96 13.45
C 10.11 15.89 12.69
H 13.34 12.95 11.25
H 13.70 14.71 11.30
H 15.86 14.65 12.26
H 17.23 14.08 14.21
H 16.28 12.55 15.96
H 14.78 10.68 16.35
H 13.47 11.69 16.80
H 11.60 10.98 17.40
H 10.44 9.72 19.16
H 10.55 7.24 19.26
H 11.56 6.02 17.27
H 12.69 7.23 15.47
H 13.01 10.17 12.48
H 14.15 8.61 10.87
H 15.84 7.06 11.75
H 16.07 6.84 14.31
H 14.84 8.09 15.77
H 10.98 16.25 10.16
H 10.55 15.98 7.74
H 10.08 13.74 6.81
H 10.63 11.73 8.23
H 11.19 11.91 10.47
H 13.12 15.36 14.30
H 12.28 17.11 15.64
H 10.10 18.26 15.11
H 8.79 17.44 13.19
H 9.32 15.45 12.02
C 14.97 19.01 18.75
P 15.23 18.04 17.23
C 16.87 17.34 17.40
C 15.31 19.18 15.83
O 14.15 16.99 17.11
H 15.85 19.72 18.81
H 14.83 18.42 19.70
H 14.07 19.62 18.58
H 17.70 18.11 17.57
H 17.21 16.59 16.66
H 16.85 16.68 18.32
H 16.30 19.65 15.81
H 14.59 20.01 15.94
H 15.18 18.66 14.85
*
```

# 11
Molecular formula: C32H26BaClN11O2
Method: DFT, wB97M-V/def2-TZVPD

LUMO in eV: 0.23
Strongest force on any atom in Eh/bohr: 0.011
HOMO-LUMO gap in eV: 8.385
DFT total energy in eV: -67312.5056
Relative energy (zero: lowest compared OMol25 entry of this formula, charge and spin) in eV: 0.452

Geometry as ORCA input:
```
! RIJCOSX wB97M-V def2-TZVPD def2/J DEFGRID3
* xyz 0 1
Ba 1.58 1.47 0.74
O -0.03 1.46 4.24
C 0.84 2.12 3.64
N 2.09 1.80 3.35
C 2.51 0.56 3.98
C 3.53 -0.22 3.20
C 4.18 -1.29 3.84
C 5.07 -2.06 3.12
C 5.29 -1.76 1.78
C 4.59 -0.71 1.23
N 3.73 0.05 1.91
C 0.38 3.48 3.11
C -0.66 4.13 3.77
C -1.10 5.34 3.28
C -0.50 5.85 2.13
C 0.50 5.12 1.53
N 0.94 3.96 2.01
H 1.64 -0.10 4.14
H 2.92 0.74 4.98
H 3.97 -1.48 4.88
H 5.59 -2.89 3.59
H 5.97 -2.33 1.17
H 4.71 -0.46 0.18
H -1.09 3.65 4.64
H -1.90 5.89 3.77
H -0.81 6.80 1.70
H 0.97 5.48 0.62
C 1.21 0.38 -5.11
N 1.33 1.19 -3.91
C 2.14 1.05 -2.85
N 2.02 2.11 -2.06
C 1.10 2.87 -2.70
N 0.65 2.36 -3.82
C 1.07 -1.10 -4.84
C 1.81 -2.00 -5.60
C 1.64 -3.37 -5.42
C 0.75 -3.84 -4.48
C 0.01 -2.94 -3.71
C 0.17 -1.57 -3.89
C -0.92 -3.47 -2.72
N -1.11 -4.71 -2.42
N -2.08 -4.73 -1.43
C -2.40 -3.50 -1.22
O -1.71 -2.64 -2.00
C -3.35 -2.98 -0.23
C -4.26 -3.86 0.33
C -5.13 -3.40 1.31
C -5.08 -2.08 1.72
C -4.16 -1.20 1.16
C -4.15 0.22 1.70
N -3.13 1.07 1.11
C -1.81 0.94 1.17
N -1.23 1.89 0.46
C -2.29 2.60 -0.02
N -3.46 2.13 0.34
C -3.30 -1.65 0.17
H 2.08 0.56 -5.75
H 0.34 0.77 -5.63
H 2.74 0.18 -2.67
H 0.75 3.83 -2.33
H 2.51 -1.63 -6.33
H 2.22 -4.06 -6.02
H 0.60 -4.90 -4.33
H -0.38 -0.88 -3.26
H -4.28 -4.89 0.01
H -5.85 -4.08 1.75
H -5.75 -1.73 2.49
H -4.00 0.20 2.78
H -5.10 0.72 1.49
H -1.31 0.16 1.73
H -2.19 3.46 -0.66
H -2.56 -1.00 -0.29
Cl 0.89 -1.10 -0.52
*
```

# 12
Molecular formula: C8H18N2Si
Method: DFT, wB97M-V/def2-TZVPD

LUMO in eV: 0.82
Strongest force on any atom in Eh/bohr: 0.095
HOMO-LUMO gap in eV: 9.394
DFT total energy in eV: -19445.1058
Relative energy (zero: lowest compared OMol25 entry of this formula, charge and spin) in eV: 0.000

Geometry as ORCA input:
```
! RIJCOSX wB97M-V def2-TZVPD def2/J DEFGRID3
* xyz 0 1
C 3.15 -1.43 1.00
C 2.20 -0.51 1.12
Si 1.35 0.53 -0.23
N 2.22 -0.03 -1.73
N 1.79 2.12 -0.51
C -0.68 0.23 -0.20
C -1.52 1.44 -0.52
C -1.70 2.28 0.72
C -1.09 -1.04 -0.02
C -0.02 -2.11 0.01
C -2.62 -1.31 0.06
H 3.70 -2.00 1.78
H 3.55 -1.56 -0.10
H 1.77 -0.28 2.10
H 2.64 -1.00 -1.73
H 1.76 0.06 -2.67
H 1.43 2.98 -0.06
H 2.64 2.23 -1.04
H -2.35 1.19 -1.15
H -0.87 2.02 -1.25
H -0.60 2.66 1.01
H -2.41 3.07 0.67
H -1.90 1.71 1.64
H 0.47 -2.07 0.90
H 0.69 -1.96 -0.74
H -0.47 -3.11 -0.30
H -2.96 -1.85 0.98
H -3.16 -0.39 -0.06
H -2.86 -1.94 -0.81
*
```

# 13
Molecular formula: C8H16NO
Method: DFT, wB97M-V/def2-TZVPD

LUMO (alpha / beta) in eV: -3.32 / -3.32
Strongest force on any atom in Eh/bohr: 0.078
HOMO-LUMO gap (alpha / beta) in eV: 8.279 / 8.277
DFT total energy in eV: -12080.6810
Relative energy (zero: lowest compared OMol25 entry of this formula, charge and spin) in eV: 6.207

Geometry as ORCA input:
```
! RIJCOSX wB97M-V def2-TZVPD def2/J DEFGRID3
* xyz 1 1
C 0.93 -0.46 0.59
C 0.00 -1.28 0.75
C 2.44 -0.13 0.45
C 1.43 0.81 -0.08
C 3.28 -1.11 -0.38
C 1.13 2.17 0.63
C -2.28 -0.30 -1.34
C -2.05 -0.14 0.11
N -3.18 -0.79 0.97
O -1.98 1.16 0.55
H -0.28 -2.29 0.98
H 2.92 0.16 1.40
H 1.30 0.85 -1.20
H 3.96 -0.53 -1.02
H 2.74 -1.66 -1.08
H 3.64 -1.99 0.26
H 0.97 3.02 0.00
H 2.00 2.52 1.11
H 0.34 2.05 1.23
H -1.29 -0.08 -1.57
H -2.67 -1.23 -1.70
H -2.86 0.60 -1.74
H -2.72 -1.20 1.77
H -3.82 -1.38 0.45
H -3.67 0.01 1.32
H -1.62 1.62 -0.20
*
```

# 14
Molecular formula: C5H8O2
Method: DFT, wB97M-V/def2-TZVPD

LUMO in eV: 0.89
Strongest force on any atom in Eh/bohr: 0.013
HOMO-LUMO gap in eV: 10.465
DFT total energy in eV: -9405.8826
Relative energy (zero: lowest compared OMol25 entry of this formula, charge and spin) in eV: 3.950

Geometry as ORCA input:
```
! RIJCOSX wB97M-V def2-TZVPD def2/J DEFGRID3
* xyz 0 1
O -2.46 0.92 0.94
C -1.50 1.22 0.28
C -0.65 0.25 -0.50
O -0.61 -1.10 -0.02
C 0.82 -1.05 0.03
C 1.39 -0.77 -1.32
C 0.88 0.36 -0.46
H -1.16 -0.06 2.62
H -1.05 0.31 -1.53
H -1.20 2.29 0.13
H -0.51 0.01 2.98
H 1.32 -1.57 0.83
H 0.83 -1.05 -2.21
H 2.48 -0.84 -1.41
H 1.47 1.20 -0.11
*
```